Density functional theory data (ωB97M-V/def2-TZVPD) for a structure of composition C35H29BrCl5N2O2STl.

Positions of all 76 atoms, in Å:
N 0.193 0.558 -1.582
C 0.324 -3.859 0.217
H 0.860 3.043 -3.687
Cl 0.753 4.573 1.605
O 3.060 2.576 3.314
C -0.329 -3.037 1.020
H -1.335 1.696 7.480
C 0.318 -4.309 -2.199
C 2.402 -0.623 -2.851
C -1.155 1.556 5.338
H 4.254 -1.115 -0.551
C -1.527 -3.028 -3.122
C -2.335 -0.169 -3.669
C 1.934 0.692 -3.232
C 0.586 -3.259 -1.155
C -2.679 3.211 0.125
C 1.543 2.039 5.717
H -0.782 -4.967 -3.859
C 0.361 2.603 -2.822
H 0.968 -5.182 -2.179
H -2.205 1.358 5.162
H -2.152 -0.174 -1.553
C 1.086 1.887 4.410
Cl -4.038 6.881 0.965
C 2.964 -2.826 1.080
H 2.405 1.251 -4.030
H -4.545 -0.475 -2.023
C -0.901 4.386 1.147
H 4.663 -2.210 -1.869
C -3.511 4.326 0.236
Cl -1.076 6.999 1.903
H 0.537 3.249 -1.955
C 0.682 1.969 6.808
C 0.626 -0.759 -1.158
H 0.653 -4.863 0.466
C -0.637 -4.192 -3.112
C -1.370 3.184 0.612
C 1.849 -1.287 -1.826
C 1.955 2.062 3.148
C -0.278 1.627 4.268
H 5.318 -2.502 -0.246
C 0.872 1.216 -2.547
H -2.287 -2.986 -3.897
C 2.069 -2.726 -1.434
C -1.707 5.524 1.253
Cl -3.337 1.830 -0.683
H 2.396 -3.645 1.518
C -0.378 -2.007 -1.185
O 1.448 1.703 2.043
N 0.584 -0.802 0.332
H 3.215 -1.076 -3.415
H 2.417 -1.897 1.260
H -1.322 0.208 -3.829
H -0.604 -3.223 2.051
H -0.719 2.581 -2.996
H 3.927 -2.773 1.598
C -0.601 -1.705 0.351
H -3.030 0.677 -3.700
C -1.454 -2.039 -2.224
H 2.398 -3.254 -2.334
H -0.661 1.473 3.274
H -4.216 -2.031 -2.813
H -2.585 -0.842 -4.495
H 3.510 -4.060 -0.590
C 3.223 -3.013 -0.421
Cl -5.142 4.282 -0.345
S -2.061 -0.859 1.050
C -2.433 -0.885 -2.319
C -0.671 1.740 6.624
C -3.868 -1.337 -2.040
H -3.930 -1.831 -1.068
C -3.023 5.486 0.819
H 1.087 2.096 7.803
Tl -0.367 1.147 0.631
Br 3.374 2.300 6.187
C 4.438 -2.162 -0.800

Values from the calculation:
* largest force on an atom: 0.494 eV Å⁻¹
* ΔE to the lowest compared entry with this formula, charge and spin: 0.0 kcal/mol
* 2S+1: 1
* total charge: -2
* HOMO-LUMO gap: 4.86 eV
* HOMO level: -1.11 eV
* energy: -7056.7324 Eh

Density functional theory data (ωB97M-V/def2-TZVPD) for a structure of composition C35H29BrCl5N6O9Pb.

Positions of all 86 atoms, in Å:
O 3.709 4.132 -1.200
Cl -2.303 0.193 3.130
C -1.950 -1.114 -3.693
H 6.792 -0.740 -1.703
C 3.969 -0.092 -0.960
C -1.270 3.385 -1.073
C -0.356 4.593 -0.970
N -0.501 8.311 -0.595
C 6.324 1.353 -1.472
C 6.442 -0.053 -0.921
Br 0.964 -1.968 2.201
H 5.014 2.381 -2.843
C -0.908 1.941 4.683
N 3.321 5.259 -0.956
H 6.051 2.035 -0.664
Cl 0.271 3.628 6.453
H 1.993 0.439 -2.450
H 1.420 3.400 -1.035
H 2.305 -6.353 6.479
Cl 2.390 2.389 1.615
C -2.705 -2.125 -6.179
C 1.072 2.219 2.810
C -0.100 -4.571 2.032
C 0.176 2.778 4.952
H -0.114 -6.736 6.112
C -0.951 1.271 3.464
H 5.582 0.812 -3.418
C 1.860 5.486 -0.902
H -1.194 -5.918 4.051
H -1.285 -3.978 -0.221
H 2.070 7.616 -0.674
O 2.897 -0.503 -0.509
C 1.399 6.777 -0.763
H 5.720 -1.104 1.518
C 1.189 2.920 4.006
O -2.234 3.453 -1.820
C -1.367 -1.881 -5.911
O 0.329 -1.164 -4.431
H 2.968 0.979 -3.807
H -4.724 -2.043 -5.434
C 2.567 -5.320 4.613
H -2.006 -2.701 -1.866
H -2.309 0.099 -1.963
C 5.244 1.361 -2.530
N -0.937 -1.961 -0.339
N 5.158 -0.472 -0.394
C 5.149 -1.465 0.659
N 4.019 0.768 -2.017
C -0.975 -1.379 -4.670
C 1.828 -5.995 5.575
C -1.549 -0.612 -2.314
O 0.302 9.213 -0.460
Pb 0.347 0.452 0.090
H -4.031 -1.124 -3.237
C -0.860 5.881 -0.864
O 4.051 6.201 -0.734
C -0.802 -3.103 0.220
H -0.600 -2.069 -6.652
H 2.521 2.143 -2.550
H 0.341 -0.692 -3.534
H 7.271 1.684 -1.899
O -1.703 8.456 -0.613
C 0.591 -5.047 3.250
H -0.773 -5.284 1.562
C 2.801 1.105 -2.734
C -0.052 -3.377 1.447
H 5.593 -2.405 0.317
O -0.302 -0.077 -2.252
H -2.991 -2.517 -7.148
C 0.028 6.936 -0.742
C 1.954 -4.851 3.460
H 7.166 -0.093 -0.105
Cl -2.167 1.757 5.858
C 1.016 4.398 -0.983
H 4.122 -1.650 0.963
C -3.284 -1.355 -3.991
C 0.018 1.397 2.497
H 3.628 -5.159 4.759
C -0.136 -5.747 4.211
N -1.685 -1.847 -1.425
C -3.678 -1.864 -5.222
O -0.893 2.423 -0.325
H 2.538 -4.331 2.710
H -1.926 6.056 -0.888
Cl 2.548 3.943 4.329
C 0.472 -6.211 5.369

Values from the calculation:
* largest force on an atom: 0.556 eV Å⁻¹
* 2S+1: 1
* total charge: -1
* HOMO-LUMO gap: 6.68 eV
* HOMO level: -5.35 eV
* energy: -7424.5954 Eh

Density functional theory data (ωB97M-V/def2-TZVPD) for a structure of composition C35H29BrNOsP2.

Positions of all 69 atoms, in Å:
C 4.153 -3.004 1.972
H 2.376 2.342 -5.636
H -0.329 -3.008 -1.080
H -0.055 2.571 -5.285
H -1.422 -0.974 -5.417
H -2.369 2.497 0.749
C -1.337 -1.344 -2.065
C 3.174 -2.700 4.136
C 4.178 -3.220 3.348
C 0.399 3.886 0.079
H -3.480 1.701 -0.379
C -5.046 -2.327 1.817
C 1.358 4.815 2.074
C 2.784 1.730 -3.623
H 1.188 -1.542 5.443
H 3.851 1.656 -3.779
H 1.610 5.679 2.675
C 1.136 -1.376 4.372
H -2.407 2.967 -0.963
C 3.115 -2.273 1.418
H 3.190 -2.848 5.209
H 2.899 1.217 -1.546
C 0.968 -0.975 1.564
H -1.040 2.062 -3.078
C -0.166 -2.371 -4.382
H -0.074 4.032 -0.886
P 0.234 1.267 -0.540
C 0.710 4.987 0.856
H 4.942 -3.396 1.343
C 2.245 1.466 -2.375
C 0.045 -0.369 2.504
C 2.123 -1.957 3.559
C 0.578 2.241 -4.472
H 0.887 -3.734 -3.108
C 0.198 -2.901 -3.163
C -2.489 2.132 -0.270
C 0.025 1.959 -3.236
C -2.671 -2.027 1.621
C 0.859 1.575 -2.182
H -0.606 -0.119 4.523
C 1.951 2.118 -4.666
C -0.385 -2.396 -1.987
C 1.390 2.434 1.747
H -5.893 -2.758 2.334
C 2.066 -1.748 2.153
C -1.678 -0.812 -3.302
C -1.119 -1.351 -4.449
H -1.668 -2.248 1.962
N -1.475 1.110 -0.589
C -4.176 -1.000 0.015
P -1.525 -0.573 -0.439
H -3.607 -3.208 3.142
C -3.759 -2.577 2.277
Br 3.112 -1.949 -0.456
C 0.115 -0.572 3.856
C 1.707 3.545 2.513
H 1.707 1.454 2.074
Os 0.700 -0.930 -0.331
H 2.241 3.422 3.445
H -2.386 0.003 -3.371
H -6.259 -1.376 0.321
H 0.462 5.980 0.508
H 4.988 -3.785 3.788
C -5.255 -1.547 0.686
H 0.260 -2.766 -5.295
C 0.719 2.600 0.537
H -0.744 0.266 2.120
H -4.347 -0.425 -0.888
C -2.880 -1.224 0.497

Values from the calculation:
* largest force on an atom: 0.441 eV Å⁻¹
* 2S+1: 1
* total charge: +3
* HOMO-LUMO gap (spin up / spin down): 5.52 / 5.51 eV
* HOMO level (spin up / spin down): -17.16 / -17.16 eV
* energy: -4752.3081 Eh

Density functional theory data (ωB97M-V/def2-TZVPD) for a structure of composition C35H29Cl5N9O3STi.

Positions of all 83 atoms, in Å:
H 1.285 -1.397 6.734
H -4.385 0.679 3.484
N 3.223 -0.392 -4.848
C 0.442 1.740 1.209
C 1.915 -0.405 -1.332
Cl -3.740 4.391 -5.659
C 3.231 -2.423 1.544
C 3.281 -3.739 1.107
H 2.406 0.652 -6.430
C 4.525 -3.101 3.429
C 1.089 0.531 0.628
C -0.022 3.716 -3.302
H -3.985 -2.135 -1.489
H 0.732 1.264 3.300
H 1.716 -0.378 2.462
H 1.736 -3.587 5.666
N -0.064 3.142 3.049
C 0.402 1.997 2.573
H -1.720 -0.106 -3.849
H -0.813 -1.941 -0.651
C -1.249 -2.549 -1.450
C 0.035 -3.465 4.359
C -2.314 4.134 -4.749
C -2.086 -1.695 -2.403
C -2.645 -0.247 2.865
H -3.991 -0.644 -2.434
H 0.216 -4.431 3.906
H 0.543 1.612 -5.052
H -0.434 -3.047 -1.985
H 3.995 -5.710 1.575
C -0.990 2.723 -3.267
H -1.751 -3.095 3.219
H 3.892 -1.079 3.098
C 1.778 -0.403 1.384
C 2.316 0.420 -5.376
H -0.831 4.990 2.533
C 1.288 0.960 -4.619
C -3.394 -1.255 -1.753
N -3.753 0.498 2.722
S -1.653 -0.574 1.549
Ti -0.545 1.151 -1.947
C -1.061 -2.716 3.960
O -3.903 2.017 -0.005
C -0.444 -0.997 5.531
C 0.640 -1.763 5.945
N 1.097 0.476 -0.712
N -2.382 -0.656 4.127
O -2.061 1.423 -0.984
H 3.836 -1.338 -3.126
C -0.427 3.791 0.792
O -2.748 3.500 -1.041
C 2.069 -0.155 -2.787
H -0.332 -1.083 -3.379
H -2.963 -0.292 4.867
Cl 1.126 6.050 -4.033
C 2.514 -1.392 0.756
H 3.251 -2.062 -1.155
N 1.178 0.683 -3.325
C -1.283 -1.472 4.534
H -3.987 0.834 1.802
N -2.975 2.387 -0.663
Cl -1.474 6.515 -5.706
C -1.297 5.093 -4.773
H -3.219 -0.690 -0.836
Cl -3.489 1.872 -3.903
H -2.354 -2.327 -3.257
C 3.871 -2.099 2.731
N 0.015 2.627 0.326
N 4.561 -4.373 3.030
C -1.212 -0.569 -2.992
Cl 1.411 3.455 -2.335
C -0.137 4.890 -4.032
C -2.156 2.978 -3.986
C 3.091 -0.680 -3.556
C 2.613 -1.359 -0.639
C 3.947 -4.673 1.885
H -0.748 4.527 0.068
H -0.644 -0.035 5.989
C -0.468 4.044 2.153
H 2.787 -4.046 0.194
H -1.858 -3.320 -0.973
C 0.890 -2.990 5.350
H 5.044 -2.875 4.354

Values from the calculation:
* largest force on an atom: 0.983 eV Å⁻¹
* ΔE to the lowest compared entry with this formula, charge and spin: 18.5 kcal/mol
* 2S+1: 1
* total charge: +1
* HOMO-LUMO gap: 6.36 eV
* HOMO level: -10.62 eV
* energy: -5618.0385 Eh

Density functional theory data (ωB97M-V/def2-TZVPD) for a structure of composition C35H29F10N10PRuSe at a distorted geometry.

Positions of all 87 atoms, in Å:
H -6.039 -0.336 20.814
H -2.250 4.826 21.820
C -3.888 2.431 23.573
C 1.222 2.582 17.571
F 2.211 3.309 17.108
N -4.324 4.770 22.042
C -4.395 -1.743 18.208
H -6.624 2.499 21.552
C -5.850 4.362 15.603
Se -4.863 5.512 11.973
Ru -4.933 1.277 18.467
C -0.979 1.080 18.520
C -3.208 0.312 15.729
H -5.996 -1.997 20.325
H -6.956 6.151 15.762
C -2.992 4.470 22.542
F 2.652 0.783 17.862
H -6.345 4.502 22.684
C -5.416 4.622 14.235
H -2.839 -0.482 16.372
H -7.987 -0.578 19.481
P -4.459 2.520 20.491
C 1.466 1.313 18.026
H -2.119 -0.179 13.905
F -9.726 1.806 13.731
H -4.611 -2.736 18.614
N -4.630 -0.726 19.298
C -4.563 2.252 15.592
C -4.530 3.706 13.622
F -8.638 2.412 18.231
N -5.211 2.770 23.093
C -9.211 2.182 15.982
H -3.698 -0.251 21.160
C -5.300 4.247 22.969
N -2.073 0.481 18.976
C -2.840 2.374 21.380
H -3.613 -1.907 20.731
C -2.815 0.454 14.401
C -6.889 5.076 17.645
H -5.766 1.018 22.076
H -5.504 4.694 20.315
C -1.121 2.413 18.007
C -6.615 5.294 16.299
C -5.396 3.224 16.251
C 0.427 0.558 18.516
C -6.414 3.910 18.221
F -2.321 2.957 17.968
H -7.442 5.794 18.236
C -4.126 2.487 14.259
H -3.713 1.370 23.694
N -6.725 0.468 18.116
H -1.466 -0.853 20.591
F -8.263 -0.417 13.675
H -3.805 2.843 24.553
H -5.042 -1.502 17.382
C -8.312 0.297 14.774
F 0.586 -0.649 18.938
F -0.211 4.323 17.028
N -5.681 5.701 13.533
C -3.530 -0.927 20.319
C -3.249 1.546 13.674
C -7.591 0.694 17.063
C -5.929 -0.991 19.977
H -7.184 -1.622 18.303
N -4.117 4.046 12.437
H -2.845 4.946 23.477
N -5.677 3.032 17.567
C -7.039 -0.753 18.947
F -6.863 -1.163 15.831
H -2.895 1.742 12.652
H -5.114 4.674 23.963
H -6.625 3.701 19.250
H -2.073 2.858 20.738
H -3.775 4.731 19.976
C -8.468 1.790 17.068
N -4.079 1.164 16.293
C -4.542 4.354 20.657
C -2.116 -0.726 19.723
C -5.658 2.115 21.887
H -3.356 -1.693 17.925
H -2.537 1.345 21.523
F -9.999 3.256 15.954
H -1.850 -1.650 19.108
C -0.064 3.100 17.560
C -9.095 1.429 14.831
C -7.583 -0.049 15.889
N -2.852 3.026 22.690

Values from the calculation:
* largest force on an atom: 3.276 eV Å⁻¹
* ΔE to the lowest compared entry with this formula, charge and spin: 0.0 kcal/mol
* 2S+1: 5
* total charge: +2
* HOMO-LUMO gap (spin up / spin down): 7.11 / 6.07 eV
* HOMO level (spin up / spin down): -13.24 / -13.33 eV
* energy: -5734.3709 Eh

Density functional theory data (ωB97M-V/def2-TZVPD) for a structure of composition C35H29GeN2O5Ru.

Positions of all 73 atoms, in Å:
C 0.008 2.109 -1.371
C -5.165 0.604 -3.351
C -1.067 -1.521 0.178
H -3.164 4.048 5.557
C 1.873 -0.715 -6.073
H 2.406 -0.970 -6.979
C 1.016 -1.778 -1.021
N 1.041 -0.905 3.550
C -4.703 -0.498 -2.647
H -2.281 2.333 -3.623
C 5.127 -2.999 2.049
C 4.120 -3.594 4.157
H 5.926 -3.111 1.325
C -2.077 2.349 0.149
H -5.383 -1.298 -2.388
C 0.454 -3.308 0.749
H 4.134 -4.170 5.071
O 4.073 -1.384 0.645
H -6.206 0.669 -3.637
C 1.281 0.887 -4.384
O -1.767 1.091 0.559
C 3.098 -2.710 3.907
H -4.637 2.476 -4.256
Ge -0.583 0.387 -2.165
H 0.701 -4.174 1.349
Ru -0.037 0.454 1.024
C 3.055 -1.952 2.723
C -4.286 1.620 -3.696
O 0.168 2.273 1.961
H -2.433 1.690 5.677
O -3.074 2.885 0.535
H 0.998 -2.662 -5.849
C 1.970 0.562 -5.545
C -0.658 2.666 2.878
H 0.566 2.653 -2.135
C 0.490 -0.055 -3.731
O 1.787 -0.403 1.440
H -2.242 5.523 3.802
C -1.097 3.001 -0.811
C 4.092 -2.104 1.786
H 5.955 -4.422 3.399
H -2.056 -1.092 0.270
H -0.650 4.673 2.129
C -2.954 1.534 -3.325
H 1.376 1.896 -4.000
H 0.788 1.950 -0.597
H -1.706 3.430 -1.607
H 2.242 -3.425 -0.446
C -1.932 4.486 3.831
C -2.476 0.442 -2.600
H 1.709 -1.457 -1.789
C 1.939 -1.050 2.511
C 1.085 -1.665 -5.437
H 2.580 1.309 -6.037
C -2.068 2.349 4.899
C -1.158 1.810 3.936
H -0.212 -2.093 -3.802
H -1.406 -2.960 1.745
C -1.050 4.028 2.898
C -0.721 -2.627 0.975
C -3.369 -0.577 -2.277
C -0.187 -1.059 -0.834
H 4.888 -1.550 0.155
H -0.661 3.849 -0.278
C -0.609 0.549 4.149
C 0.401 -1.335 -4.280
H 2.301 -2.581 4.624
C -2.464 3.643 4.841
C 1.321 -2.886 -0.263
H -0.715 0.030 5.099
C 5.140 -3.734 3.218
H -3.031 -1.456 -1.741
N 0.181 0.021 3.223

Values from the calculation:
* largest force on an atom: 0.562 eV Å⁻¹
* ΔE to the lowest compared entry with this formula, charge and spin: 23.4 kcal/mol
* 2S+1: 5
* total charge: +1
* HOMO-LUMO gap (spin up / spin down): 7.34 / 5.63 eV
* HOMO level (spin up / spin down): -10.99 / -11.42 eV
* energy: -4008.3555 Eh